C30H31BClFO2S | ωB97M-V/def2-TZVPD

The geometry in XYZ format:
```
67
Properties=species:S:1:pos:R:3:nbo_charge:R:1
C 2.017 -2.580 -0.784 -0.250
C 2.133 2.949 0.115 0.008
H 1.663 -1.639 4.966 0.216
C 1.378 -1.252 2.852 -0.239
H 4.774 2.576 -2.056 0.230
H 1.692 -3.338 -0.077 0.213
H 4.710 2.156 2.213 0.228
C -3.959 -1.983 0.727 -0.631
C 4.227 2.671 -1.116 -0.216
C 3.430 -2.034 -2.671 -0.239
C 0.745 -1.684 1.689 0.067
H -2.840 1.106 -0.354 0.224
H -4.507 0.469 -0.535 0.208
H -2.965 -3.001 -3.017 0.223
H -3.368 -3.617 -1.402 0.222
C 3.033 -0.702 -2.547 -0.195
H 2.280 2.665 2.260 0.219
H -3.308 5.349 0.470 0.229
H -3.542 -2.998 0.783 0.216
C 0.193 -2.985 1.669 -0.360
H -1.811 0.340 -2.219 0.219
H -3.450 -0.105 -2.778 0.215
H 0.529 0.219 0.576 0.257
C 2.822 2.684 1.315 -0.221
O -1.212 -2.100 -1.240 -0.742
H -0.233 -3.454 0.764 0.239
C 4.185 2.425 1.303 -0.208
C -0.101 3.354 -0.990 -0.233
H 0.614 -3.928 4.914 0.233
H -2.028 -0.935 -3.431 0.225
S -0.203 3.582 1.579 0.423
Cl 6.587 2.232 0.091 0.025
H 2.365 3.233 -2.032 0.215
H 3.434 0.040 -3.244 0.206
C 1.595 -1.250 -0.661 0.104
C -2.558 -1.583 -1.461 0.239
H 1.730 0.716 -1.549 0.206
H 3.107 -4.042 -1.908 0.210
C 2.867 2.985 -1.101 -0.202
C 2.094 -0.318 -1.584 -0.254
H -3.194 4.512 2.025 0.224
B -0.831 -1.548 -0.058 1.208
H -2.216 3.948 -1.392 0.223
C -2.619 5.025 1.250 -0.642
C 0.723 -3.310 4.022 -0.324
C -3.378 -2.724 -2.040 -0.624
C 0.598 -0.860 0.405 -0.625
C 1.292 -2.033 4.018 -0.173
C 4.895 2.457 0.097 -0.063
C 0.716 3.212 0.130 -0.239
C -2.458 -0.496 -2.523 -0.632
H -2.157 5.914 1.707 0.229
H -4.066 -1.614 1.758 0.224
C -1.556 4.168 0.669 -0.173
H -4.418 -2.403 -2.195 0.212
H -3.755 0.636 1.071 0.224
C 2.878 -2.981 -1.801 -0.196
O -1.814 -1.012 0.750 -0.740
H 4.140 -2.348 -3.433 0.212
C -3.020 -1.041 -0.025 0.255
C 0.219 -3.770 2.811 0.486
C -3.569 0.377 0.023 -0.633
H 0.265 3.179 -2.001 0.221
H 1.933 -0.306 2.863 0.220
H -4.957 -2.018 0.271 0.208
C -1.412 3.822 -0.675 -0.271
F -0.359 -5.010 2.740 -0.343
```

Properties
Kohn-Sham gap   7.951 eV
DFT total energy   -2295.43289 Eh
M   520.906 g mol⁻¹
Lowest unoccupied orbital energy   0.09 eV
SMILES   CC1(C)OB([C@H](c2ccccc2)c2cccc(F)c2)OC1(C)C.Cc1ccc(-c2ccc(Cl)cc2)s1

=====

CH5NS | ωB97M-V/def2-TZVPD

The geometry in XYZ format:
```
8
Properties=species:S:1:pos:R:3:nbo_charge:R:1
H -1.366 1.118 1.509 0.230
H 1.442 -1.563 -1.280 0.336
C -0.451 0.860 0.981 -0.774
N 0.802 -0.800 -1.488 -0.756
H 0.026 -1.191 -2.019 0.335
H -0.461 1.303 -0.011 0.250
S -0.414 -0.920 0.773 0.161
H 0.422 1.192 1.535 0.217
```

Properties
Kohn-Sham gap (spin up / spin down)   7.471 / 7.473 eV
DFT total energy   -493.92675 Eh
M   63.125 g mol⁻¹
Lowest unoccupied orbital energy (spin up / spin down)   -1.65 / -1.65 eV

=====

C8H8Br2Si | ωB97M-V/def2-TZVPD

The geometry in XYZ format:
```
19
Properties=species:S:1:pos:R:3:nbo_charge:R:1
H 2.802 -1.136 -2.523 0.231
H -3.100 2.911 1.612 0.203
C 0.781 -1.989 -2.185 -0.179
C -2.138 2.622 1.331 -0.307
H -1.398 -1.238 0.139 0.206
Si 0.174 1.061 1.306 1.531
H -0.969 -2.908 -1.579 0.219
H -1.553 3.473 1.350 0.199
H 2.519 0.454 -0.496 0.229
C -0.486 -1.255 -0.305 -0.171
H 0.984 -2.675 -2.946 0.212
C 1.802 -1.142 -1.890 -0.214
H -2.263 0.513 1.874 0.248
C 0.479 -0.306 -0.012 -0.534
Br 1.382 2.823 1.052 -0.233
C -1.649 1.418 1.642 -0.696
C -0.378 -2.067 -1.394 -0.207
Br 1.394 -0.306 3.854 -0.566
C 1.617 -0.253 -0.830 -0.169
```

Properties
Kohn-Sham gap   7.647 eV
DFT total energy   -5747.13922 Eh
M   292.046 g mol⁻¹
Lowest unoccupied orbital energy   -1.23 eV

=====

C32H29AsN5O5PtS2 | ωB97M-V/def2-TZVPD

The geometry in XYZ format:
```
75
Properties=species:S:1:pos:R:3:mulliken_charge:R:1
H 1.809 0.026 5.186 0.374
C -1.164 2.702 -2.169 1.512
C 2.907 -3.135 0.227 1.609
C -1.746 3.857 -2.762 0.100
H 0.836 0.028 -2.762 0.684
C 1.818 -5.088 1.834 1.167
C 0.016 -5.835 3.251 -0.627
C -2.892 -1.893 -2.647 -0.853
C 1.115 -3.904 1.533 0.236
O -1.335 -1.491 0.574 -0.717
C -2.087 5.581 -4.436 -0.617
Pt 0.741 -1.252 -0.056 0.477
C -4.151 -1.433 -2.363 -0.265
H -2.100 2.993 -0.233 0.711
H -5.424 -0.619 -0.799 0.455
H -0.898 0.662 4.482 0.441
H -0.691 -2.791 1.916 0.252
N 1.670 -2.962 0.687 0.463
H 0.821 3.426 2.478 0.378
S -0.316 -2.552 -1.969 -0.416
H -1.271 1.872 3.239 0.336
O 1.527 -0.326 2.061 -0.490
C -1.488 4.427 -4.046 -0.476
O -4.252 7.879 -1.223 -0.483
C 3.102 -5.271 1.280 -0.882
C -3.457 -1.018 -0.133 -0.339
H 4.646 -4.407 0.109 0.407
H 2.526 2.924 2.483 0.421
H 1.796 -6.956 2.904 0.418
C 3.650 -4.301 0.508 -1.276
C 2.039 0.952 4.662 -1.208
H 3.649 -6.182 1.494 0.452
H 4.811 1.272 -2.011 0.457
H -4.909 -1.415 -3.135 0.423
H -1.641 -4.461 3.415 0.473
O -4.195 5.841 0.158 -0.483
C -1.886 -1.939 -1.664 0.719
N -2.667 4.613 -2.030 -0.084
S -4.598 6.508 -1.034 1.109
C -0.323 1.829 -2.873 -1.307
C 3.458 -2.004 -0.523 0.456
H 6.254 -0.736 -1.949 0.392
C -3.229 5.682 -2.376 0.380
C 2.604 -0.903 -0.641 -0.066
C 1.240 -6.051 2.694 -0.899
H 1.750 1.808 5.271 0.404
H -1.228 0.131 2.818 0.116
N -2.223 -1.480 -0.433 0.305
C 0.214 0.736 -2.234 -1.000
C 4.426 0.341 -1.615 -0.692
H -0.107 1.968 -3.922 0.357
C -0.672 -4.637 2.966 -0.903
C 3.114 0.282 -1.155 -0.220
C 1.520 2.648 2.174 -0.921
H -3.574 -0.697 0.891 0.478
O -5.683 5.948 -1.798 -0.473
N -0.019 0.462 -0.941 1.338
C -0.785 0.917 3.430 -0.907
C -4.446 -0.986 -1.072 -0.821
H 1.495 2.520 1.094 0.122
H -0.424 -6.570 3.911 0.401
H -0.792 3.943 -4.718 0.397
H 5.416 -2.809 -0.937 0.429
H 3.104 0.993 4.443 0.388
C -0.144 -3.693 2.130 -0.376
H -1.924 6.073 -5.380 0.449
C -0.844 1.276 -0.262 -0.627
H 2.510 1.179 -1.190 0.297
As 1.092 0.968 3.003 0.600
C 4.762 -1.951 -1.006 -0.483
C -1.431 2.382 -0.825 -0.847
N -2.991 6.134 -3.544 -0.143
C 5.243 -0.779 -1.568 -1.118
H -2.628 -2.243 -3.634 0.463
H -1.047 0.987 0.761 0.167
```

Properties
Kohn-Sham gap (spin up / spin down)   6.686 / 4.130 eV
DFT total energy   -5037.82426 Eh
Total charge   +1
M   897.748 g mol⁻¹
Lowest unoccupied orbital energy (spin up / spin down)   -2.65 / -6.21 eV
Spin multiplicity   5

=====

C4H8NO | ωB97M-V/def2-TZVPD

The geometry in XYZ format:
```
14
Properties=species:S:1:pos:R:3:nbo_charge:R:1
H -2.175 -0.827 0.681 0.455
H -0.308 1.009 0.643 0.210
C -0.731 0.273 -0.055 0.149
H -0.319 -1.803 -0.589 0.207
O -0.345 0.189 -1.302 -0.426
C 2.267 0.668 0.194 -0.328
H -2.871 0.197 -0.526 0.467
C 1.844 -0.589 -0.028 -0.053
H 1.569 1.445 -0.104 0.157
N -2.157 0.049 0.162 -0.687
C 0.138 -0.850 -0.513 0.023
H 3.149 0.990 0.547 0.204
H -2.388 0.712 0.861 0.441
H 2.327 -1.463 0.027 0.182
```

Properties
Kohn-Sham gap (spin up / spin down)   5.744 / 9.091 eV
DFT total energy   -286.65282 Eh
Total charge   +1
M   86.114 g mol⁻¹
Lowest unoccupied orbital energy (spin up / spin down)   -3.91 / -6.09 eV
Spin multiplicity   3

=====

C25H46ClFI2NO4S | ωB97M-V/def2-TZVPD

The geometry in XYZ format:
```
81
Properties=species:S:1:pos:R:3:mulliken_charge:R:1
H -2.397 3.965 0.343 0.465
H 3.294 -1.438 1.225 0.615
C 2.175 -1.896 4.001 -1.608
S 1.509 -1.324 -2.309 -0.082
Cl 3.850 1.013 0.181 -0.064
H -3.132 0.791 -2.810 0.322
H -3.413 -4.142 -0.507 0.362
C -0.041 0.470 0.329 1.919
C -4.303 -2.827 -1.920 -0.719
H -3.864 -1.214 -4.301 0.398
H -3.775 -3.499 -2.602 0.421
C -2.494 0.038 -3.278 -0.844
C -4.346 -1.861 2.294 -0.572
H -5.381 -1.234 0.485 0.108
C -3.262 -1.262 -3.385 -0.646
H 0.836 -0.831 -3.350 0.305
O -4.117 -1.465 -2.280 -0.254
H 4.500 2.726 -2.173 0.319
H 2.628 4.769 -0.880 0.275
O -4.986 -3.283 0.394 -0.444
C -0.585 1.010 -2.276 -2.256
H 1.852 -1.465 4.946 0.389
H 1.398 -2.083 2.001 0.650
H 2.122 0.918 -3.364 0.654
C 1.325 0.534 1.047 1.191
C -0.973 2.702 1.427 -0.271
F 1.679 1.870 1.077 -0.371
H -2.544 -2.079 -3.510 0.371
C 4.195 -1.664 -0.667 -0.334
C 2.974 -1.374 0.193 -0.818
H 2.030 -2.972 4.093 0.445
H -1.255 -1.173 -0.470 -0.086
H 3.594 0.798 -2.441 0.494
H 4.241 -1.266 -1.674 0.344
H 6.197 -2.283 -0.388 0.296
C 1.581 0.082 2.491 -0.106
H 2.226 -2.149 0.023 0.548
H 1.039 2.026 3.381 0.208
H 0.026 1.206 -3.172 0.493
H -1.262 1.864 -2.204 0.680
C 3.585 3.322 -2.181 -0.275
H -3.133 -2.449 -0.132 -0.323
C 0.389 0.995 -1.092 -0.094
I -2.226 3.154 3.144 0.142
H -0.862 -1.319 1.234 0.182
H 1.448 0.763 4.483 0.671
C 0.912 0.961 3.554 -1.698
H 0.268 -1.477 3.165 0.397
N 2.382 -0.016 -0.039 0.290
H 4.378 5.026 -1.147 0.438
C 1.309 -1.399 2.838 -0.788
H 3.830 3.772 -0.068 0.196
H 2.658 0.240 2.639 0.692
H -1.297 0.668 2.040 0.912
H -0.828 4.658 0.595 0.453
I -3.102 0.979 0.177 0.198
C 3.594 4.281 -1.004 -1.120
H -3.304 -1.845 1.967 -0.139
H -4.558 -0.867 2.697 0.308
H 0.020 2.916 1.788 0.390
H -0.126 0.698 3.745 0.276
H 3.558 3.925 -3.092 0.360
H -5.364 -3.084 -1.996 0.394
C -0.471 -1.015 0.260 -1.180
C -5.293 -2.114 1.132 -0.201
H 3.236 -1.711 3.824 0.323
C -1.182 1.206 1.103 -1.885
H -2.214 0.349 -4.291 0.323
H -4.494 -2.577 3.100 0.370
H 4.873 -3.374 0.357 0.297
O 2.411 2.509 -2.154 -0.137
C -1.338 3.724 0.349 -1.040
H -1.002 3.438 -0.648 0.123
H 0.527 2.059 -0.901 0.862
O -1.313 -0.177 -2.511 0.193
C 1.729 0.276 -1.396 0.952
C 5.149 -2.492 -0.217 -0.921
C -3.890 -3.158 -0.483 0.361
H 0.333 -1.705 0.038 -0.457
H -6.292 -2.276 1.540 0.361
C 2.559 1.140 -2.388 -2.002
```

Properties
Kohn-Sham gap   7.090 eV
DFT total energy   -2889.08160 Eh
Total charge   +1
M   764.972 g mol⁻¹
Lowest unoccupied orbital energy   -4.20 eV
SMILES   C=CC[N@@+]1(Cl)[C@](S)(COCC)[C@@H](COCCOCCOCC)[C@](C)([C@H](I)[C@@H](C)I)[C@@]1(F)[C@@H](C)CC

=====

C4H20B2KO2S2 | ωB97M-V/def2-TZVPD

The geometry in XYZ format:
```
31
Properties=species:S:1:pos:R:3:nbo_charge:R:1
O -26.086 -0.353 20.634 -0.955
C -28.588 0.890 14.491 -0.811
B -24.484 9.630 18.485 -0.839
H -25.012 9.146 17.677 -0.038
H -27.827 -2.540 19.359 0.240
H -29.956 4.335 14.605 0.266
S -28.308 2.682 14.037 1.196
H -26.864 -3.958 19.924 0.230
H -24.845 10.646 18.527 -0.023
H -28.005 0.193 13.889 0.231
C -27.104 -2.908 20.087 -0.802
H -27.484 -2.820 21.106 0.222
H -28.450 0.638 15.543 0.231
B -30.381 7.631 19.096 -0.848
H -31.276 8.213 18.937 -0.020
C -29.828 3.263 14.753 -0.842
C -24.856 -2.551 21.636 -0.826
H -30.660 6.666 19.491 -0.055
H -29.620 0.684 14.209 0.220
H -29.715 3.209 15.836 0.240
H -29.870 7.470 18.159 -0.044
H -23.455 9.691 18.169 -0.036
H -23.913 -2.090 21.932 0.245
H -30.685 2.637 14.502 0.230
S -25.633 -1.736 20.182 1.185
H -25.569 -2.302 22.421 0.230
H -24.829 -3.641 21.628 0.231
K -26.613 5.159 19.062 0.990
H -24.536 9.033 19.382 -0.059
O -27.166 3.335 14.858 -0.960
H -29.672 8.100 19.760 -0.029
```

Properties
Kohn-Sham gap   5.432 eV
DFT total energy   -1760.59416 Eh
Total charge   -1
M   225.058 g mol⁻¹
Lowest unoccupied orbital energy   1.07 eV

=====

C17H26O3 | ωB97M-V/def2-TZVPD

The geometry in XYZ format:
```
46
Properties=species:S:1:pos:R:3:nbo_charge:R:1
H -1.217 2.079 -1.266 0.191
C -4.191 -1.257 1.188 0.495
H -0.388 1.252 1.121 0.197
H -3.637 1.567 -0.611 0.203
H 1.026 -0.105 0.074 0.195
H 0.646 3.461 -0.603 0.196
H -0.881 2.840 1.648 0.207
H 2.166 -0.771 -2.195 0.206
C 2.611 -0.192 -1.380 -0.389
H 2.720 -1.759 0.096 0.197
H 4.282 0.615 0.442 0.182
C 1.493 0.567 -0.653 -0.405
H 1.168 3.587 1.058 0.207
H -6.981 -3.023 0.193 0.233
C -6.034 -2.496 0.169 -0.220
H -6.004 -1.928 2.218 0.233
C -1.632 2.309 -0.280 -0.387
H -1.662 -0.456 0.539 0.234
C 0.815 2.877 0.306 -0.394
H 2.689 2.338 -0.599 0.201
O -3.604 -0.929 2.198 -0.501
H 0.707 0.819 -1.374 0.198
C -2.384 -0.132 -0.213 -0.440
C -5.301 -2.506 -1.120 0.480
C 1.940 1.860 0.041 -0.395
C 6.554 -1.500 0.773 -0.244
H -2.047 3.320 -0.321 0.207
O 5.766 -0.679 -0.052 -0.550
O -5.679 -3.200 -2.043 -0.494
H -3.678 -1.541 -2.218 0.228
C -5.516 -1.913 1.250 -0.238
H 6.048 -2.440 1.022 0.161
H 7.470 -1.739 0.232 0.192
C -3.582 -1.030 -0.159 -0.014
H 3.299 0.520 -1.846 0.199
H -1.930 -0.220 -1.204 0.210
C -4.115 -1.634 -1.230 -0.248
H 3.974 -1.836 -1.130 0.223
H -3.096 1.466 1.060 0.213
C -0.522 2.280 0.781 -0.408
H 6.827 -0.997 1.710 0.163
C 4.438 -0.466 0.421 -0.068
C 3.411 -1.149 -0.493 -0.431
C -2.774 1.339 0.022 -0.388
H 4.351 -0.841 1.446 0.169
H 2.454 1.639 0.982 0.194
```

Properties
Kohn-Sham gap   8.260 eV
DFT total energy   -889.03233 Eh
M   278.392 g mol⁻¹
Lowest unoccupied orbital energy   -1.35 eV
SMILES   COCCCCCCCCCCC1=CC(=O)C=CC1=O